# 1
Computed, not measured: a 3-piece molecular cluster, C4H11O4 overall at a distorted geometry, with the ωB97M-V functional and the def2-TZVPD basis.

XYZ file:
```
19
Properties=species:S:1:pos:R:3:forces:R:3
O -1.8886 -1.9797 0.7324 -0.531 0.700 -1.989
C -0.8449 -1.6052 1.2469 -2.008 -1.440 2.178
O -0.3382 -2.0672 2.2483 2.247 0.593 0.332
C -0.3000 -0.1303 0.7882 3.329 -1.284 3.033
C 0.7144 -0.3069 -0.3364 -0.305 0.070 -1.798
C 2.1153 0.3295 -0.0526 -1.729 -0.179 1.486
H 0.0936 0.1826 1.8470 -0.112 -0.375 -2.272
H -1.1155 0.4537 0.6357 -2.566 1.388 -1.052
H 0.3089 0.2699 -1.2346 0.266 -0.815 1.016
H 0.7220 -1.4021 -0.7499 0.341 1.855 1.110
H 2.0568 1.4064 -0.2683 0.004 -0.161 0.775
H 2.5259 0.0615 0.9596 -0.456 0.527 -0.986
H 2.7569 -0.0090 -0.7869 1.598 -0.971 -1.421
H -0.1735 3.4197 0.6561 -0.770 0.776 -2.061
H 0.0756 2.6416 -0.5169 0.975 -2.021 -1.329
O -0.3589 3.4409 -0.3469 -0.191 1.246 3.404
H -2.4151 -1.5954 -0.8989 -0.511 0.142 -0.112
H -1.4799 -1.7290 -2.0746 -3.342 1.196 0.260
O -2.4549 -1.3812 -1.8482 3.762 -1.246 -0.575
```
Positions in Å, forces in eV/Å.

Its expectation value of S² is 0.7562. Its energy above the lowest of the compared OMol25 structures with the same formula, charge and spin is 20.5 kJ/mol. Its net charge is 0. As for the multiplicity: 2. The calculation puts the HOMO energy (alpha / beta) at -0.4036 / -0.3880 Ha. The frontier orbital gap (alpha / beta) comes out at 11.30 / 6.44 eV. The value obtained for the LUMO energy (alpha / beta) is 0.3 / -4.1 eV. The value obtained for the energy is -459.83879 hartree.

Mulliken atomic charge list, values in e, 6 entries: -0.515 0.457 -0.461 -0.376 -0.442 -1.165

***

# 2
Computed, not measured: a 2-piece molecular cluster, C4H11OP overall at a distorted geometry, with the ωB97M-V functional and the def2-TZVPD basis.

XYZ file:
```
17
Properties=species:S:1:pos:R:3:forces:R:3
C 2.3170 0.2657 -0.7405 0.712 -2.164 -1.065
P 1.3114 1.1461 0.5314 -0.433 -0.385 -0.171
C -0.0178 0.1394 0.7487 -1.197 -0.667 0.243
C -1.1535 0.5965 1.6209 -0.639 -1.313 0.955
C -0.4470 -1.1992 0.1664 4.011 -0.490 -0.487
H 1.7823 0.0501 -1.7061 -0.006 0.309 0.872
H 2.6272 -0.7942 -0.3939 -0.233 1.734 -0.377
H 3.2222 0.8015 -1.1055 -0.511 -0.189 0.780
H -2.1710 0.4038 1.0219 2.203 0.492 1.930
H -1.0094 0.0611 2.6606 -0.987 0.456 -1.999
H -1.0196 1.6123 1.8946 -0.336 1.220 0.028
H -1.4542 -1.3489 -0.0126 -2.114 0.240 -0.094
H -0.0753 -2.1280 0.6645 -0.139 0.909 0.324
H 0.0754 -1.2688 -0.7790 -0.069 -0.269 -0.653
O -1.6101 1.2544 -1.2785 -1.886 -0.468 -0.594
H -2.2936 0.8140 -1.8566 1.471 0.764 0.677
H -0.7511 1.2073 -1.6925 0.153 -0.179 -0.370
```
Positions in Å, forces in eV/Å.

Its energy above the lowest of the compared OMol25 structures with the same formula, charge and spin is 206.5 kJ/mol. Its net charge is 0. The calculation puts the HOMO energy at -0.3098 Ha. The frontier orbital gap comes out at 9.08 eV. The value obtained for the LUMO energy is 0.6 eV. The value obtained for the energy is -575.52086 hartree. As for the SMILES: CP=C(C)C.O.

Mulliken atomic charge list, values in e, 6 entries: -0.948 0.022 0.699 -1.341 -1.251 0.248

***

# 3
Computed, not measured: C4H11OPY as an isolated structure at a distorted geometry, with the ωB97M-V functional and the def2-TZVPD basis.

XYZ file:
```
18
Properties=species:S:1:pos:R:3:forces:R:3
C 0.7793 1.4499 1.6284 -0.094 0.285 0.015
C -0.3710 0.4362 1.6566 -0.082 0.510 0.412
P -0.3028 -1.0587 0.5689 0.225 -0.519 0.211
C -0.7883 -0.6123 -1.1252 -0.114 0.053 -0.017
C 0.1062 -1.2913 -2.1970 0.013 0.071 -0.189
O -0.1340 -0.4382 -3.2769 0.066 -0.047 -0.306
H 0.5634 2.2359 0.9001 0.149 0.044 0.056
H 0.9897 1.9975 2.6158 0.093 0.051 -0.015
H 1.7417 0.9877 1.4046 0.027 0.024 0.179
H -0.3061 0.0056 2.7522 -0.244 -1.519 -0.540
H -1.3508 0.8783 1.4034 -0.196 -0.037 0.297
H 1.0850 -1.2571 0.5987 0.195 0.069 -0.202
H -0.7005 0.4704 -1.2623 0.008 -0.038 -0.034
H -1.8312 -0.9074 -1.2582 0.020 0.078 -0.052
H -0.2218 -2.3230 -2.3615 -0.069 0.052 -0.055
H 1.1661 -1.3227 -1.9147 -0.030 0.121 0.099
H 0.3489 -0.6757 -4.0877 -0.077 -0.112 0.349
Y -0.7738 1.4250 3.9547 0.108 0.916 -0.209
```
Positions in Å, forces in eV/Å.

Its net charge is +3. The calculation puts the HOMO energy at -0.7008 Ha. The frontier orbital gap comes out at 3.30 eV. The value obtained for the LUMO energy is -15.8 eV. The value obtained for the energy is -612.51411 hartree.

Mulliken atomic charge list, values in e, 6 entries: -0.718 -0.327 0.124 -0.469 -0.566 -0.485

***

# 4
Computed, not measured: a 2-piece molecular cluster, C4H11OS overall, with the ωB97M-V functional and the def2-TZVPD basis.

XYZ file:
```
17
Properties=species:S:1:pos:R:3:forces:R:3
C 0.2903 -1.8226 -1.5503 -0.172 0.159 -0.083
C 0.0988 -0.5359 -0.7706 0.170 0.253 -0.045
C -1.3649 -0.2500 -0.4403 0.196 0.025 -0.125
O 0.6197 0.5225 -1.5482 0.113 0.153 0.024
H 1.3389 -1.9030 -1.8370 0.007 -0.202 0.084
H -0.2999 -1.7792 -2.4679 -0.043 -0.028 -0.077
H -0.0400 -2.6895 -0.9713 0.147 -0.025 -0.029
H 0.6975 -0.5852 0.1476 -0.187 -0.091 0.169
H -1.8660 -1.0709 0.0737 0.029 -0.133 0.095
H -1.8834 -0.0535 -1.3825 -0.068 -0.002 0.034
H -1.4096 0.6477 0.1731 -0.062 0.073 0.021
H 0.8459 1.2467 -0.8810 -0.239 -0.440 -0.223
C 0.5563 1.5935 2.3890 0.106 0.023 0.132
S 1.0652 2.3900 0.8331 0.163 0.289 0.118
H -0.4690 1.2164 2.3514 -0.086 0.051 0.022
H 1.1908 0.7506 2.6787 0.081 -0.034 -0.127
H 0.6297 2.3224 3.2025 -0.155 -0.071 0.009
```
Positions in Å, forces in eV/Å.

Its energy above the lowest of the compared OMol25 structures with the same formula, charge and spin is 4.6 kJ/mol. Its net charge is -1. The calculation puts the HOMO energy at -0.0995 Ha. The frontier orbital gap comes out at 6.67 eV. The value obtained for the LUMO energy is 4.0 eV. The value obtained for the energy is -632.46132 hartree.

Mulliken atomic charge list, values in e, 6 entries: -1.483 0.668 -1.067 -0.586 0.344 0.314